The following is a quantum chemistry calculation of a molecular structure, C29H66F3LiN5O12S at a distorted geometry, from the OMol25 dataset.

Results
**Spin multiplicity**: 2
**HOMO level (spin up / spin down)**: -8.45 / -8.45 eV
**Total charge**: 0
**Max |F|**: 4.0 eV/A
**HOMO-LUMO gap (spin up / spin down)**: 8.4 / 2.8 eV

Structure (XYZ):
```
117
C29H66F3LiN5O12S (ωB97M-V with the def2-TZVPD basis set)
Li -2.811 0.247 -0.819
N -0.412 0.282 -2.042
O -0.644 -0.618 -1.248
O 0.557 0.154 -2.791
O -1.258 1.151 -2.182
C -3.766 -4.051 0.830
F -2.671 -4.836 0.687
F -4.788 -4.969 0.940
F -3.774 -3.228 1.888
S -4.041 -2.866 -0.762
O -5.453 -2.704 -0.975
O -3.208 -1.643 -0.425
O -3.484 -3.517 -1.986
C 3.082 -2.374 -4.107
C 4.463 -2.703 -3.447
C 5.143 -1.611 -2.667
O 6.407 -2.155 -2.242
C 7.332 -1.373 -1.534
N 4.214 -3.925 -2.668
H 2.474 -1.899 -3.337
H 2.659 -3.281 -4.540
H 3.270 -1.602 -4.852
H 5.162 -2.974 -4.239
H 4.486 -1.238 -1.882
H 5.142 -0.706 -3.274
H 7.802 -2.142 -0.921
H 6.859 -0.737 -0.786
H 7.937 -0.762 -2.204
H 3.724 -3.611 -1.842
H 5.187 -3.930 -2.394
C -0.970 2.015 1.493
C -2.174 1.018 1.682
C -2.574 1.155 3.119
O -3.488 0.188 3.507
C -4.095 0.187 4.806
N -3.335 1.238 0.742
H -0.488 1.955 0.517
H -0.184 1.720 2.188
H -1.204 3.050 1.742
H -1.657 0.091 1.434
H -3.062 2.108 3.322
H -1.764 1.135 3.848
H -4.580 1.152 4.954
H -3.359 0.249 5.608
H -4.695 -0.712 4.940
H -4.054 0.817 1.314
H -3.438 2.213 0.982
C -0.749 -0.803 -6.599
C 0.115 -1.880 -5.667
O -0.351 -2.036 -4.345
O -2.009 -1.357 -6.751
H -0.229 -0.644 -7.544
H -0.749 0.140 -6.053
H 1.065 -1.412 -5.408
H 0.297 -2.857 -6.115
H 0.301 -1.517 -3.868
H -2.577 -0.760 -7.244
C 0.564 5.434 1.149
C -0.514 5.901 0.161
C -0.487 4.776 -0.907
C -1.726 4.743 -1.832
C -2.994 4.552 -1.080
C -3.168 5.627 -0.026
N -1.843 5.804 0.794
O -2.077 6.504 2.048
C -3.616 6.872 -0.770
C -4.254 5.131 0.978
C -0.261 7.253 -0.431
H 0.293 4.610 1.810
H 0.706 6.360 1.706
H 1.493 5.118 0.675
H 0.462 4.949 -1.414
H -0.454 3.801 -0.420
H -1.655 3.858 -2.464
H -1.809 5.646 -2.436
H -3.157 3.521 -0.766
H -3.633 4.581 -1.962
H -3.825 7.603 0.012
H -2.946 7.240 -1.546
H -4.622 6.798 -1.184
H -4.484 5.856 1.759
H -5.128 4.745 0.453
H -3.919 4.397 1.710
H 0.765 7.421 -0.759
H -0.558 7.935 0.366
H -0.881 7.449 -1.305
H -2.051 5.683 2.544
C 1.507 -5.961 2.867
C 2.542 -4.834 2.483
C 2.492 -4.651 0.958
C 1.419 -3.746 0.434
C 1.450 -2.434 1.149
C 1.360 -2.580 2.695
N 2.470 -3.500 3.154
O 2.678 -3.516 4.565
C 1.598 -1.164 3.348
C -0.096 -2.962 3.088
C 3.970 -5.417 2.750
H 1.605 -6.127 3.939
H 1.810 -6.991 2.679
H 0.472 -5.875 2.536
H 3.481 -4.278 0.691
H 2.377 -5.591 0.419
H 0.400 -4.126 0.518
H 1.488 -3.752 -0.654
H 0.782 -1.674 0.742
H 2.443 -2.041 0.934
H 1.668 -1.261 4.432
H 2.530 -0.767 2.945
H 0.707 -0.571 3.143
H -0.769 -2.192 2.710
H -0.499 -3.850 2.601
H -0.114 -3.109 4.168
H 4.840 -4.834 2.448
H 3.947 -6.351 2.188
H 4.084 -5.717 3.791
H 3.552 -3.124 4.633
```